The molecule C3H6N2O. Source: the OMol25 dataset; level of theory: ωB97M-V/def2-TZVPD.

Calculated values
lowest unoccupied orbital energy: 0.0413 eV
orbital gap: 8.634 eV

The geometry in ORCA input format:
```
! wB97M-V def2-TZVPD RIJCOSX def2/J DEFGRID3
* xyz 0 1
O 1.318 0.488 0.946
N -0.423 -1.033 1.552
N -1.422 -0.484 -1.198
C -0.149 -0.070 -0.724
C 0.182 -0.307 0.729
C 1.170 1.728 0.453
H -0.034 1.053 -0.728
H 2.189 1.962 0.071
H -1.387 -1.264 -1.835
H -0.069 -0.947 2.504
H -2.056 -0.677 -0.433
H 0.680 -0.449 -1.337
*
```

=====

A cluster of 2 separate species, C3H6N2O in total in a non-equilibrium geometry. Source: the OMol25 dataset; level of theory: ωB97M-V/def2-TZVPD.

Calculated values
lowest unoccupied orbital energy (spin up / spin down): 0.8775 / 0.8777 eV
orbital gap (spin up / spin down): 8.646 / 8.645 eV

The geometry in ORCA input format:
```
! wB97M-V def2-TZVPD RIJCOSX def2/J DEFGRID3
* xyz 0 1
O -2.397 -0.601 -2.266
N -0.488 -0.765 0.430
N 0.021 -1.459 -0.565
C 1.150 1.103 0.669
C -0.154 0.401 0.981
C -1.332 -0.835 -2.585
H -1.169 -1.366 0.832
H -0.589 0.618 1.851
H 0.663 -0.950 -1.160
H 1.939 0.292 0.940
H 1.055 2.020 1.189
H 1.302 1.542 -0.316
*
```

=====

The molecule C3H6N2O in a non-equilibrium geometry. Source: the OMol25 dataset; level of theory: ωB97M-V/def2-TZVPD.

Calculated values
lowest unoccupied orbital energy: 0.9471 eV
SMILES string: [H]/N=C\OC(=C)N
orbital gap: 9.157 eV

The geometry in ORCA input format:
```
! wB97M-V def2-TZVPD RIJCOSX def2/J DEFGRID3
* xyz 0 1
O 0.586 -0.756 -0.199
N -1.635 -1.102 -0.461
N 2.718 0.293 0.042
C -0.827 0.982 0.483
C -0.656 -0.294 0.054
C 1.530 0.359 -0.325
H -0.154 1.455 1.175
H 1.209 1.110 -1.039
H -2.572 -0.958 -0.124
H -1.362 -2.054 -0.651
H -1.793 1.452 0.398
H 2.955 -0.487 0.648
*
```